{"formula": "C72H129F3N6O36", "method": "the ωB97M-V functional and the def2-TZVPD basis", "elements": ["C", "N", "O", "O", "H", "H", "H", "C", "N", "O", "O", "H", "H", "H", "C", "N", "O", "O", "H", "H", "H", "C", "N", "O", "O", "H", "H", "H", "C", "N", "O", "O", "H", "H", "H", "C", "N", "O", "O", "H", "H", "H", "O", "C", "O", "C", "C", "C", "H", "H", "H", "H", "H", "H", "H", "H", "O", "C", "O", "C", "C", "C", "H", "H", "H", "H", "H", "H", "H", "H", "O", "C", "O", "C", "C", "C", "H", "H", "H", "H", "H", "H", "H", "H", "O", "C", "O", "C", "C", "C", "H", "H", "H", "H", "H", "H", "H", "H", "O", "C", "O", "C", "C", "C", "H", "H", "H", "H", "H", "H", "H", "H", "O", "C", "O", "C", "C", "C", "H", "H", "H", "H", "H", "H", "H", "H", "O", "C", "O", "C", "C", "C", "H", "H", "H", "H", "H", "H", "H", "H", "O", "C", "O", "C", "C", "C", "H", "H", "H", "H", "H", "H", "H", "H", "O", "C", "O", "C", "C", "C", "H", "H", "H", "H", "H", "H", "H", "H", "O", "C", "O", "C", "C", "C", "H", "H", "H", "H", "H", "H", "H", "H", "O", "C", "O", "C", "C", "C", "H", "H", "H", "H", "H", "H", "H", "H", "O", "C", "O", "C", "C", "C", "H", "H", "H", "H", "H", "H", "H", "H", "F", "C", "C", "C", "C", "C", "C", "H", "H", "H", "H", "H", "F", "C", "C", "C", "C", "C", "C", "H", "H", "H", "H", "H", "F", "C", "C", "C", "C", "C", "C", "H", "H", "H", "H", "H"], "coordinates": [[1.5919, 2.3402, 17.8390], [2.2258, 2.5330, 19.1909], [3.2963, 3.1503, 19.2467], [1.6539, 2.0750, 20.1265], [0.5539, 2.5744, 18.0752], [1.7270, 1.2939, 17.5648], [1.9716, 2.9650, 17.0306], [-1.3898, 16.0908, 16.8049], [-1.1857, 14.6476, 16.7572], [-1.3426, 14.0963, 15.6562], [-0.8169, 14.0763, 17.7615], [-0.5111, 16.5864, 16.3921], [-1.6099, 16.4717, 17.8022], [-2.2532, 16.2100, 16.1504], [-0.5355, 5.3982, 18.2782], [-1.1653, 4.6612, 19.3686], [-2.3323, 4.4096, 19.2658], [-0.4204, 4.4250, 20.3374], [-1.2315, 6.2040, 18.0449], [-0.3700, 4.8329, 17.3610], [0.4256, 5.8199, 18.5726], [0.4606, 7.4144, 22.0845], [-0.9952, 7.0935, 22.0199], [-1.6679, 7.6018, 21.1422], [-1.4386, 6.3145, 22.8924], [0.6530, 7.4963, 23.1542], [0.6839, 8.3366, 21.5481], [1.1097, 6.6298, 21.6956], [1.1946, 13.2437, 20.3648], [0.4853, 14.1919, 21.2269], [0.8439, 15.3382, 21.1801], [-0.4689, 13.7369, 21.8856], [1.5421, 12.4537, 21.0306], [2.0473, 13.7977, 19.9722], [0.4069, 12.9371, 19.6766], [5.5155, 5.5361, 21.1332], [4.8690, 6.9066, 21.2416], [3.7960, 7.0473, 21.7936], [5.5296, 7.8535, 20.8367], [5.3463, 4.9617, 22.0440], [6.5757, 5.6862, 20.9297], [4.9667, 5.0856, 20.3061], [-4.1278, 10.5008, 17.3619], [-3.3822, 11.2734, 16.7570], [-3.3208, 12.6732, 16.8214], [-4.2622, 13.3832, 17.6074], [-3.8844, 13.3367, 19.0867], [-2.4327, 10.7859, 15.7215], [-5.2203, 12.9252, 17.3620], [-4.4093, 14.3977, 17.2370], [-4.6464, 13.8886, 19.6370], [-2.9544, 13.8426, 19.3461], [-3.6968, 12.3501, 19.5105], [-2.5038, 11.4627, 14.8700], [-2.5416, 9.7273, 15.4858], [-1.4627, 10.8673, 16.2120], [6.8290, 6.4658, 18.5869], [7.4488, 6.9326, 17.6478], [7.6202, 8.2600, 17.3943], [7.0674, 9.2175, 18.2638], [6.9808, 10.5759, 17.5654], [7.9957, 6.0684, 16.5259], [7.6670, 9.2873, 19.1714], [6.0920, 8.9994, 18.6987], [6.2052, 10.6230, 16.8010], [7.9658, 10.7990, 17.1555], [6.7820, 11.3515, 18.3051], [8.0516, 6.6880, 15.6309], [7.3664, 5.1893, 16.3869], [9.0466, 5.8194, 16.6735], [9.1990, 2.6827, 19.3270], [8.8728, 2.6922, 18.1292], [9.5708, 3.1701, 17.0332], [10.8781, 3.5742, 17.0320], [11.2702, 4.0262, 15.6392], [7.4476, 2.2914, 17.7185], [11.5574, 2.7575, 17.2763], [11.1952, 4.3275, 17.7532], [10.7507, 4.9260, 15.3095], [10.9632, 3.2499, 14.9384], [12.3280, 4.2307, 15.4739], [6.7800, 3.1503, 17.7872], [7.0326, 1.5568, 18.4085], [7.3640, 1.7825, 16.7582], [7.8849, 13.6773, 13.7732], [8.5063, 12.6410, 13.5000], [9.7517, 12.5092, 13.3570], [10.6080, 13.4689, 13.8892], [12.0186, 13.1579, 13.5104], [7.8555, 11.3712, 13.1015], [10.5980, 13.5303, 14.9775], [10.3509, 14.5069, 13.6779], [12.7356, 13.8115, 14.0072], [12.0207, 13.3933, 12.4461], [12.3251, 12.1385, 13.7450], [8.2115, 10.4484, 13.5595], [7.8872, 11.2928, 12.0148], [6.7980, 11.3405, 13.3640], [-3.2923, 8.6847, 8.3933], [-2.1805, 8.1986, 8.3862], [-1.2808, 8.2117, 7.3625], [-1.7820, 8.8551, 6.1913], [-1.0501, 8.1208, 5.0928], [-1.7374, 7.3971, 9.6146], [-1.5692, 9.9240, 6.2032], [-2.8503, 8.6773, 6.0678], [0.0077, 8.3471, 5.2269], [-1.3805, 8.5294, 4.1378], [-1.2399, 7.0475, 5.0892], [-1.9450, 6.3406, 9.4451], [-2.1314, 7.6408, 10.6013], [-0.6768, 7.6447, 9.6590], [7.3034, 12.4404, 20.8858], [8.2233, 11.6928, 21.1903], [8.2676, 10.6905, 22.1319], [7.0323, 10.2555, 22.6689], [7.3839, 9.3676, 23.9346], [9.6000, 11.9504, 20.6060], [6.3528, 9.8090, 21.9431], [6.4792, 11.1021, 23.0756], [7.7598, 8.3970, 23.6110], [6.5141, 9.1844, 24.5655], [8.1657, 9.8805, 24.4949], [10.2199, 12.6796, 21.1276], [9.4248, 12.3134, 19.5933], [10.1245, 10.9948, 20.6089], [1.0925, 8.9805, 10.7635], [2.2405, 9.2830, 10.4349], [3.0024, 8.6922, 9.5016], [2.4983, 7.6248, 8.7167], [3.6002, 6.7735, 8.0687], [2.9161, 10.4195, 11.1933], [1.7530, 8.0456, 8.0418], [1.8604, 6.9685, 9.3087], [3.2260, 6.0338, 7.3608], [4.2500, 6.2519, 8.7713], [4.2878, 7.2978, 7.4051], [2.9984, 11.2129, 10.4504], [3.9453, 10.1370, 11.4144], [2.4580, 10.6859, 12.1458], [-0.0833, 15.0578, 11.6195], [-1.1770, 14.6405, 11.0934], [-1.7101, 13.4423, 10.9760], [-0.9634, 12.3697, 11.5534], [-1.7351, 11.0547, 11.3736], [-2.1003, 15.6555, 10.4140], [-0.7230, 12.5053, 12.6079], [0.0221, 12.4557, 11.0957], [-2.3185, 11.1577, 10.4586], [-2.5100, 10.9524, 12.1333], [-1.0431, 10.2298, 11.2038], [-2.1347, 15.4933, 9.3367], [-1.7172, 16.6543, 10.6230], [-3.1332, 15.5475, 10.7449], [0.3876, 8.2987, 18.9284], [0.3686, 9.5376, 19.0220], [1.4627, 10.2722, 19.0984], [2.7747, 9.6798, 19.2900], [3.7239, 10.6163, 20.0048], [-0.9003, 10.2750, 18.9228], [3.2065, 9.3925, 18.3313], [2.6806, 8.7438, 19.8406], [3.5152, 11.6076, 19.6024], [4.7988, 10.4751, 19.8923], [3.6493, 10.7062, 21.0885], [-1.2984, 10.4374, 19.9244], [-1.6071, 9.7780, 18.2584], [-0.6663, 11.3000, 18.6352], [5.2924, 2.2077, 13.4808], [4.6035, 2.6228, 14.4018], [3.3690, 2.2127, 14.7083], [2.6498, 1.1581, 14.0725], [1.8705, 1.7377, 12.8446], [5.0665, 3.7291, 15.3854], [1.8514, 0.9165, 14.7741], [3.2172, 0.2362, 13.9446], [0.9807, 1.1370, 12.6564], [2.4591, 1.9601, 11.9545], [1.4461, 2.7193, 13.0555], [4.1461, 4.1560, 15.7838], [5.6951, 4.4798, 14.9062], [5.6553, 3.3473, 16.2194], [5.8182, 8.3953, 12.0212], [5.9328, 7.6763, 13.0141], [5.7317, 6.3407, 13.1026], [5.5231, 5.5193, 11.9946], [4.0515, 5.3112, 11.6140], [6.1757, 8.3282, 14.3231], [6.0219, 4.5780, 12.2255], [6.0502, 5.9225, 11.1300], [3.6207, 6.2758, 11.3454], [3.5468, 5.0847, 12.5532], [3.9765, 4.5832, 10.8063], [7.2632, 8.3709, 14.3830], [5.8131, 7.7472, 15.1711], [5.7281, 9.3199, 14.2584], [2.1705, 5.8979, 16.1710], [2.8554, 6.7734, 16.6996], [2.9942, 8.0877, 16.3527], [2.4291, 8.6061, 15.1694], [0.9144, 8.8865, 15.3458], [3.6902, 6.4824, 17.9137], [2.5439, 7.9805, 14.2842], [2.8800, 9.5812, 14.9851], [0.6528, 9.6481, 16.0804], [0.4945, 7.9105, 15.5892], [0.4740, 9.1429, 14.3823], [3.1048, 6.2096, 18.7918], [4.4858, 7.1882, 18.1522], [4.2660, 5.5964, 17.6463], [5.0796, 13.1980, 17.0999], [4.1699, 13.0669, 16.1235], [2.8662, 12.7493, 16.5056], [1.9080, 12.5930, 15.4985], [2.2370, 12.8028, 14.1601], [3.5924, 13.0249, 13.8009], [4.5362, 13.2043, 14.7776], [2.5884, 12.5237, 17.5246], [0.8859, 12.3285, 15.7258], [1.4950, 12.6324, 13.3940], [3.8658, 13.1839, 12.7683], [5.5360, 13.4946, 14.4905], [-0.3256, 3.8221, 15.2114], [-0.6655, 4.9086, 14.4780], [-1.7885, 5.7164, 14.8590], [-2.1343, 6.8477, 14.1476], [-1.2455, 7.2257, 13.1106], [-0.1425, 6.3962, 12.7038], [0.1376, 5.2562, 13.4204], [-2.4086, 5.4218, 15.6927], [-3.0867, 7.3369, 14.2887], [-1.4596, 8.0925, 12.5030], [0.4872, 6.7023, 11.8816], [1.0899, 4.8130, 13.1693], [1.7096, 5.5727, 24.0516], [2.0377, 4.2557, 24.2690], [2.5142, 3.4279, 23.2253], [2.6773, 2.0901, 23.4156], [2.3558, 1.5932, 24.7372], [1.8983, 2.3534, 25.8003], [1.7675, 3.6985, 25.5361], [2.7109, 3.8542, 22.2527], [3.0280, 1.4412, 22.6268], [2.4787, 0.5373, 24.9277], [1.4620, 1.8467, 26.6484], [1.3565, 4.3331, 26.3073]], "energy_ha": -6157.049006, "total_charge": 0, "molar_mass_g_mol": 1711.82}